# C4H11N3O2

A 2-piece molecular cluster, C4H11N3O2 overall at a distorted geometry (ωB97M-V with the def2-TZVPD basis set, the Open Molecules 2025 dataset).

Properties
E	-12882.447	eV
molar mass	133.2	g mol⁻¹
energy relative to the best compared isomer or geometry (same formula, charge and spin)	255.3	kJ/mol
multiplicity	2
Kohn-Sham gap (alpha / beta)	10.12 / 5.43	eV
net charge	+1

Structure (XYZ):
```
20
C4H11N3O2 | the Open Molecules 2025 dataset | ωB97M-V with the def2-TZVPD basis set
C 0.78771 -1.63506 3.21334
C 0.43915 -1.35793 1.77345
O -0.59007 -0.90925 1.31591
O 1.30586 -1.99746 0.96210
H 0.50964 -0.78470 3.82222
H 1.84065 -1.92092 3.20163
H 0.23553 -2.57488 3.37477
C -2.05670 1.16012 -0.98797
C 0.09870 1.18758 -1.56384
N -0.66642 1.24617 -0.41232
N 0.13055 2.29092 -2.34188
N 0.65374 0.04538 -2.01402
H -0.37574 0.35623 0.01824
H -2.47314 2.12376 -1.23556
H -2.66158 0.57513 -0.28712
H 0.10496 3.17346 -1.82893
H 0.91274 2.25541 -2.99458
H 1.28740 -1.66961 0.06677
H 1.26860 0.00922 -2.81718
H -2.21605 0.48395 -1.83138
```

# C4H11N3O3S

C4H11N3O3S as an isolated structure at a distorted geometry (ωB97M-V with the def2-TZVPD basis set, the Open Molecules 2025 dataset).

Properties
E	-25766.870	eV
molar mass	181.2	g mol⁻¹
energy relative to the best compared isomer or geometry (same formula, charge and spin)	524.3	kJ/mol
multiplicity	1
Kohn-Sham gap	9.66	eV

Structure (XYZ):
```
22
C4H11N3O3S | the Open Molecules 2025 dataset | ωB97M-V with the def2-TZVPD basis set
C 2.20599 1.28794 -1.58795
C 0.32371 -0.27235 -1.66015
C -1.99607 0.27788 1.67934
C -0.40006 -1.32624 2.13375
H 3.51546 1.05253 -2.19783
H 2.29549 1.25650 -0.21169
H 1.44307 2.30341 -2.11827
H -1.41387 -1.36446 -2.88064
H 0.02294 -0.87010 -3.71650
H -2.56109 -0.09122 2.50584
H -2.48641 -0.32967 0.76632
H -2.26925 1.32647 1.47421
H -0.65151 -1.86440 1.08506
H -1.02290 -1.82020 3.00447
H 0.63487 -1.62046 2.29026
N -0.18998 -1.15361 -2.57566
N -0.38208 -0.06631 -0.49024
N -0.61158 0.05660 1.97651
O 1.59288 0.06397 -2.02787
O 1.71990 0.17123 0.96562
O -0.07967 2.20880 0.80215
S 0.31019 0.77368 0.78327
```

# C4H11N4O

A 2-piece molecular cluster, C4H11N4O overall at a distorted geometry (ωB97M-V with the def2-TZVPD basis set, the Open Molecules 2025 dataset).

Properties
E	-12322.129	eV
molar mass	131.2	g mol⁻¹
energy relative to the best compared isomer or geometry (same formula, charge and spin)	564.1	kJ/mol
multiplicity	1
Kohn-Sham gap	9.21	eV
net charge	+1

Structure (XYZ):
```
20
C4H11N4O | the Open Molecules 2025 dataset | ωB97M-V with the def2-TZVPD basis set
C 0.64841 0.42913 0.82350
C -1.80107 -0.20731 1.93495
C -1.74852 0.64356 -1.51407
C 3.02027 0.50854 0.11840
N -1.93113 0.21573 0.72197
N -1.20904 -0.02008 -0.32666
N 1.55934 0.15299 -0.04948
N 1.38002 -0.56587 -1.20854
O 0.25459 0.72828 1.90616
H -1.15886 -1.11008 2.02901
H -2.47874 0.03967 2.84417
H -1.05314 0.70070 -2.40263
H -2.56179 -0.17005 -1.71469
H -1.96176 1.68978 -1.34939
H 3.17114 1.28118 0.84408
H 3.52010 -0.41450 0.27868
H 3.17119 0.82313 -0.90398
H -2.74897 0.91115 0.68092
H 0.37685 -0.52324 -1.41010
H 2.14859 -0.63038 -1.82124
```

# C4H11NO

A 2-piece molecular cluster, C4H11NO overall at a distorted geometry (ωB97M-V with the def2-TZVPD basis set, the Open Molecules 2025 dataset).

Properties
E	-7862.866	eV
molar mass	89.1	g mol⁻¹
structure (SMILES)	C=CCCN.O
energy relative to the best compared isomer or geometry (same formula, charge and spin)	162.9	kJ/mol
multiplicity	1
Kohn-Sham gap	9.51	eV

Structure (XYZ):
```
17
C4H11NO | the Open Molecules 2025 dataset | ωB97M-V with the def2-TZVPD basis set
C 0.01381 3.01205 -0.20097
C -0.48154 1.78248 -0.20102
C 0.31584 0.61004 0.24503
C 0.80172 -0.18983 -0.98453
N 1.98684 -0.96287 -0.72729
H 0.98479 3.20319 0.22328
H -0.56100 3.80553 -0.67026
H -1.46957 1.65811 -0.63465
H 1.21927 0.85148 0.79867
H -0.20472 -0.11979 0.87751
H 1.02325 0.50393 -1.78682
H 0.00657 -0.87268 -1.27042
H 2.03594 -1.45398 0.14483
H 2.81251 -0.49353 -1.03830
O -2.42053 -3.15618 1.42620
H -1.54900 -2.99842 1.05858
H -2.30262 -3.36165 2.35824
```

# C4H11NO

C4H11NO as an isolated structure at a distorted geometry (ωB97M-V with the def2-TZVPD basis set, the Open Molecules 2025 dataset).

Properties
E	-7861.238	eV
molar mass	89.1	g mol⁻¹
energy relative to the best compared isomer or geometry (same formula, charge and spin)	319.9	kJ/mol
multiplicity	1
Kohn-Sham gap	8.59	eV

Structure (XYZ):
```
17
C4H11NO | the Open Molecules 2025 dataset | ωB97M-V with the def2-TZVPD basis set
C 0.09761 -0.53722 0.20214
C -0.32436 0.66678 -0.48825
C -1.79875 -0.82185 0.62739
C 1.30187 1.39055 -1.01678
N 0.90984 -0.44494 1.31259
O 0.42862 -1.65430 -0.49670
H 0.70477 -1.44453 -1.39998
H 0.75009 0.35392 1.91061
H 1.15840 -1.32427 1.74534
H -0.71511 1.46945 0.12594
H -0.81521 0.51251 -1.44060
H -2.63125 -0.28774 0.16433
H -1.83770 -0.68091 1.70938
H -2.02472 -1.86985 0.40637
H 1.04905 2.14010 -1.76883
H 1.97741 0.63674 -1.42461
H 1.76944 1.89556 -0.16833
```

# C4H11NO

A 2-piece molecular cluster, C4H11NO overall at a distorted geometry (ωB97M-V with the def2-TZVPD basis set, the Open Molecules 2025 dataset).

Properties
E	-7861.347	eV
molar mass	89.1	g mol⁻¹
structure (SMILES)	C=CO.CNC
energy relative to the best compared isomer or geometry (same formula, charge and spin)	309.4	kJ/mol
multiplicity	1
Kohn-Sham gap	9.37	eV

Structure (XYZ):
```
17
C4H11NO | the Open Molecules 2025 dataset | ωB97M-V with the def2-TZVPD basis set
C -1.30109 -0.06993 -2.91312
C -0.43278 -0.00662 -1.91270
O -0.73431 0.62911 -0.62832
H -1.20167 -0.86931 -3.79736
H -2.24119 0.50641 -2.73935
H 0.54138 -0.32559 -1.94340
H -0.19626 0.32458 0.15596
C 1.38377 0.99850 1.43841
N 0.78863 -0.35369 1.19471
C 0.02018 -1.09928 2.17753
H 1.81223 1.25425 0.39236
H 0.64236 1.74040 1.70186
H 2.21483 0.83674 2.15164
H 1.37724 -1.04297 0.73869
H -0.63758 -0.34374 2.74946
H 0.59957 -1.81569 2.87263
H -0.57727 -1.75814 1.64039
```

# C4H11NO

A 2-piece molecular cluster, C4H11NO overall at a distorted geometry (ωB97M-V with the def2-TZVPD basis set, the Open Molecules 2025 dataset).

Properties
E	-7863.018	eV
molar mass	89.1	g mol⁻¹
structure (SMILES)	C1CCNC1.O
energy relative to the best compared isomer or geometry (same formula, charge and spin)	148.1	kJ/mol
multiplicity	1
Kohn-Sham gap	9.38	eV

Structure (XYZ):
```
17
C4H11NO | the Open Molecules 2025 dataset | ωB97M-V with the def2-TZVPD basis set
C -1.12520 -0.05737 0.41627
C -0.20884 0.96219 1.17227
C 1.11004 0.25539 1.40330
N 0.90647 -1.16636 1.01233
C -0.24342 -1.27359 0.13989
H -1.74585 0.43645 -0.30949
H -1.79192 -0.38607 1.21565
H -0.58837 1.28466 2.13607
H -0.08916 1.93064 0.67083
H 1.88593 0.80145 0.83949
H 1.53821 0.04758 2.39826
H 1.74088 -1.55779 0.61710
H -0.89033 -2.11968 0.41286
H -0.00366 -1.38800 -0.92600
O -0.19485 1.00548 -3.31121
H -1.04359 1.37426 -3.62735
H -0.47380 0.20139 -2.81527
```

# C4H11NO

One molecule with the formula C4H11NO at a distorted geometry (ωB97M-V with the def2-TZVPD basis set, the Open Molecules 2025 dataset).

Properties
E	-7863.305	eV
molar mass	89.1	g mol⁻¹
structure (SMILES)	CNC[C@@H](C)O
energy relative to the best compared isomer or geometry (same formula, charge and spin)	120.5	kJ/mol
multiplicity	1
Kohn-Sham gap	9.67	eV

Structure (XYZ):
```
17
C4H11NO | the Open Molecules 2025 dataset | ωB97M-V with the def2-TZVPD basis set
C 2.57030 0.74370 0.27786
N 1.11358 0.85654 0.24871
C 0.48053 -0.30549 -0.31772
C -1.03551 -0.14544 -0.46187
C -1.70316 -1.50675 -0.62775
O -1.53749 0.51607 0.69260
H 2.97816 1.28457 1.12632
H 2.92550 -0.29219 0.27710
H 3.01622 1.18454 -0.62072
H 0.80904 1.02142 1.19709
H 0.67812 -1.21554 0.28462
H 0.93018 -0.48696 -1.29502
H -1.21178 0.38408 -1.39931
H -2.72438 -1.47546 -0.23457
H -1.15788 -2.26197 -0.05186
H -1.80695 -1.85967 -1.65390
H -1.92837 -0.19524 1.20944
```

# C4H11NO

A 2-piece molecular cluster, C4H11NO overall at a distorted geometry (ωB97M-V with the def2-TZVPD basis set, the Open Molecules 2025 dataset).

Properties
E	-7864.381	eV
molar mass	89.1	g mol⁻¹
structure (SMILES)	CC(N)=O.CC
energy relative to the best compared isomer or geometry (same formula, charge and spin)	16.6	kJ/mol
multiplicity	1
Kohn-Sham gap	10.67	eV

Structure (XYZ):
```
17
C4H11NO | the Open Molecules 2025 dataset | ωB97M-V with the def2-TZVPD basis set
C -1.84555 -1.82420 -1.29502
C -0.80761 -2.04905 -0.23000
N 0.48886 -1.77539 -0.55655
O -1.09893 -2.39363 0.89846
H -2.28757 -0.85308 -1.06728
H -2.61697 -2.58739 -1.23974
H -1.45058 -1.82697 -2.31164
H 1.11831 -1.92916 0.21603
H 0.86443 -1.67502 -1.48021
C 1.00221 2.53924 0.25487
C 0.85680 1.69220 1.50837
H 0.10726 3.12143 0.05585
H 1.78639 3.29060 0.39393
H 1.35600 1.97804 -0.59803
H 1.78419 1.21323 1.80890
H 0.22245 0.83529 1.27180
H 0.52029 2.24386 2.37027
```

# C4H11NO

C4H11NO as an isolated structure (ωB97M-V with the def2-TZVPD basis set, the Open Molecules 2025 dataset).

Properties
E	-7859.157	eV
molar mass	89.1	g mol⁻¹
energy relative to the best compared isomer or geometry (same formula, charge and spin)	520.6	kJ/mol
multiplicity	1
Kohn-Sham gap (alpha / beta)	7.72 / 7.77	eV

Structure (XYZ):
```
17
C4H11NO | the Open Molecules 2025 dataset | ωB97M-V with the def2-TZVPD basis set
C -0.01336 -1.39435 1.02995
C -1.22770 0.53586 0.68657
C 1.44341 0.73785 0.06364
C -1.78341 0.22106 -0.68340
N 1.71588 -0.04955 -1.11365
O -0.87538 -0.50575 1.49228
H 1.91163 -1.01546 -0.88415
H 2.47222 0.32272 -1.67875
H -0.07137 -1.70730 -0.00465
H 0.36019 -2.07095 1.78453
H -1.80633 1.24429 1.27264
H 0.09825 0.87232 0.39343
H 2.07003 0.55767 0.93648
H 1.49946 1.79650 -0.19780
H -0.99998 -0.09276 -1.37540
H -2.25297 1.11682 -1.09056
H -2.54058 -0.56897 -0.63113
```

# C4H11NO

A 2-piece molecular cluster, C4H11NO overall at a distorted geometry (ωB97M-V with the def2-TZVPD basis set, the Open Molecules 2025 dataset).

Properties
E	-7861.377	eV
molar mass	89.1	g mol⁻¹
structure (SMILES)	C=CNCC.O
energy relative to the best compared isomer or geometry (same formula, charge and spin)	306.4	kJ/mol
multiplicity	1
Kohn-Sham gap	7.92	eV

Structure (XYZ):
```
17
C4H11NO | the Open Molecules 2025 dataset | ωB97M-V with the def2-TZVPD basis set
C 1.67415 -1.85328 -0.02801
C 1.46803 -0.51820 -0.30386
N 0.24924 0.00924 -0.59141
C 0.17653 1.40378 -1.02768
C -1.24869 1.97530 -0.68229
H 2.37062 -2.10880 0.74531
H 1.14985 -2.43278 -0.77704
H 2.28567 0.08618 -0.72566
H -0.56355 -0.47778 -0.25800
H 0.32303 1.47535 -2.11037
H 0.86777 1.99530 -0.43080
H -1.84204 2.14573 -1.57697
H -1.10711 2.85047 -0.04361
H -1.72310 1.21509 -0.07410
O -1.58742 -1.94556 2.29784
H -0.90012 -2.52441 2.59900
H -1.59287 -1.29562 2.98766
```

# C4H11NO

One molecule with the formula C4H11NO at a distorted geometry (ωB97M-V with the def2-TZVPD basis set, the Open Molecules 2025 dataset).

Properties
E	-7862.596	eV
molar mass	89.1	g mol⁻¹
structure (SMILES)	NCCCCO
energy relative to the best compared isomer or geometry (same formula, charge and spin)	188.9	kJ/mol
multiplicity	1
Kohn-Sham gap	10.31	eV

Structure (XYZ):
```
17
C4H11NO | the Open Molecules 2025 dataset | ωB97M-V with the def2-TZVPD basis set
N -2.21466 -0.47122 0.89860
C -1.27213 0.70752 0.82538
C -0.38805 0.47427 -0.52145
C 0.56718 -0.69335 -0.30373
C 1.98025 -0.38716 -0.06887
O 2.64349 -0.00563 -1.32033
H -2.95524 -0.34010 0.16084
H -2.62283 -0.62876 1.82694
H -1.80749 1.64890 0.76617
H -0.58897 0.76464 1.66830
H 0.09616 1.39976 -0.83957
H -1.14769 0.19228 -1.34138
H 0.38005 -1.29841 -1.32178
H 0.15049 -1.56701 0.38047
H 2.64891 -1.13630 0.29750
H 2.06897 0.48101 0.58524
H 2.46157 0.85956 -1.69234
```

# C4H11NO

A 2-piece molecular cluster, C4H11NO overall at a distorted geometry (ωB97M-V with the def2-TZVPD basis set, the Open Molecules 2025 dataset).

Properties
E	-7864.171	eV
molar mass	89.1	g mol⁻¹
structure (SMILES)	CC(N)=O.CC
energy relative to the best compared isomer or geometry (same formula, charge and spin)	36.9	kJ/mol
multiplicity	1
Kohn-Sham gap	10.64	eV

Structure (XYZ):
```
17
C4H11NO | the Open Molecules 2025 dataset | ωB97M-V with the def2-TZVPD basis set
C -0.45432 1.77337 0.73340
C 0.57231 1.37697 1.76312
N 0.84259 0.05805 1.88125
O 1.22495 2.24056 2.31972
H -0.82001 2.77033 0.99560
H -1.41814 1.27056 0.64680
H -0.04971 1.77831 -0.27564
H 1.62603 -0.31020 2.39314
H 0.39584 -0.64083 1.31355
C -0.83782 -0.78481 -1.49889
C 0.35296 -1.76337 -1.44149
H -0.37666 0.18845 -1.55170
H -1.45670 -0.97372 -2.37455
H -1.46226 -0.94163 -0.62132
H 0.91767 -1.77918 -2.36908
H -0.06764 -2.75569 -1.30239
H 1.01092 -1.50716 -0.61150
```

# C4H11NO

A 2-piece molecular cluster, C4H11NO overall at a distorted geometry (ωB97M-V with the def2-TZVPD basis set, the Open Molecules 2025 dataset).

Properties
E	-7861.884	eV
molar mass	89.1	g mol⁻¹
structure (SMILES)	CC(C)=CN.O
energy relative to the best compared isomer or geometry (same formula, charge and spin)	257.5	kJ/mol
multiplicity	1
Kohn-Sham gap	8.19	eV

Structure (XYZ):
```
17
C4H11NO | the Open Molecules 2025 dataset | ωB97M-V with the def2-TZVPD basis set
C -0.67468 -1.62086 -0.17842
C -0.98377 -0.09567 -0.55850
C -1.34014 0.15234 -1.93586
C -0.85463 0.79670 0.45896
N 0.01218 0.73890 1.48337
H -1.49708 -2.33992 -0.38142
H 0.23797 -1.91159 -0.79576
H -0.45107 -1.88209 0.87413
H -2.43663 -0.18519 -2.09242
H -1.17660 1.25828 -2.00956
H -0.71882 -0.09085 -2.65195
H -1.32431 1.75425 0.33150
H 0.59214 0.00906 1.67396
H 0.44766 1.62312 1.83140
O 3.02408 0.17504 0.68801
H 2.99841 -0.69647 0.26598
H 2.16977 0.49368 0.34938
```